Here is a cluster of 11 separate species, C41H74O23S4 in total from the Open Molecules 2025 dataset. Energies are from the ωB97M-V functional and the def2-TZVPD basis.

Values from the calculation:
- Net charge: 0
- ΔE to the lowest compared entry with this formula, charge and spin: 0.0 kcal/mol
- Frontier orbital gap: 8.8 eV
- LUMO: -0.234 eV
- Molecular weight: 1063.29 g mol⁻¹
- SMILES: C[C@H]1COC(=O)O1.C[C@H]1COC(=O)O1.C[C@H]1COC(=O)O1.C[C@H]1COC(=O)O1.O=S1(=O)CCCC1.O=S1(=O)CCCC1.O=S1(=O)CCCC1.O=S1(=O)CCCC1.CC(C)=O.CC(C)=O.CC(C)=O

Cartesian coordinates (Å):
C: -1.2716 0.4417 6.4599
C: 0.0358 -0.1641 6.0178
C: 1.2649 0.7670 5.9559
O: 2.2831 0.0981 6.6873
C: 1.7721 -1.0296 7.2694
O: 2.4312 -1.7445 7.9291
O: 0.4523 -1.0997 7.0642
H: -1.1557 1.1453 7.2843
H: -1.9831 -0.3311 6.7443
H: -1.6984 1.0038 5.6222
H: -0.1214 -0.7846 5.1346
H: 1.0941 1.7692 6.3418
H: 1.5960 0.8187 4.9207
C: -1.7786 -0.3105 -6.7512
C: -1.0077 -1.4361 -6.1170
C: -1.4047 -1.6927 -4.6323
O: -1.5114 -3.1070 -4.5783
C: -1.5746 -3.6336 -5.8177
O: -1.8227 -4.7709 -6.0505
O: -1.3354 -2.6831 -6.7394
H: -2.8532 -0.5061 -6.7261
H: -1.4856 -0.1865 -7.7921
H: -1.5975 0.5914 -6.1650
H: 0.0625 -1.2235 -6.1236
H: -2.3852 -1.2483 -4.4418
H: -0.6550 -1.3037 -3.9522
C: -1.9168 -4.4635 -1.5534
C: -3.0390 -4.6265 -2.5385
C: -2.9339 -5.8748 -3.3602
O: -3.6458 -6.8499 -2.5537
C: -4.4863 -6.1862 -1.7395
O: -5.3175 -6.6805 -1.0521
O: -4.2685 -4.8369 -1.7922
H: -1.7698 -5.3361 -0.9153
H: -1.9803 -3.5172 -1.0177
H: -0.9525 -4.4013 -2.0658
H: -3.2523 -3.7765 -3.1731
H: -1.9330 -6.1929 -3.6417
H: -3.4486 -5.8428 -4.3234
C: 1.3555 -5.0817 -0.9095
C: 2.8683 -5.0458 -0.7727
C: 3.5938 -3.9281 -1.5427
O: 4.3902 -3.2601 -0.5687
C: 3.9837 -3.6286 0.6722
O: 4.2469 -3.0368 1.6647
O: 3.1026 -4.6370 0.6021
H: 0.9474 -5.5390 -0.0120
H: 1.0913 -5.6671 -1.7909
H: 1.0625 -4.0417 -1.0074
H: 3.3147 -6.0297 -0.9185
H: 2.8677 -3.2190 -1.9536
H: 4.2047 -4.2851 -2.3690
C: -2.3479 4.3522 0.8112
C: -3.7644 4.7614 0.6478
O: -4.6481 3.9709 0.8684
C: -4.0759 6.1652 0.2018
H: -2.0313 4.5928 1.8415
H: -1.5427 4.7495 0.1980
H: -2.2364 3.2703 0.9235
H: -4.8607 6.1928 -0.5487
H: -3.1736 6.5838 -0.2563
H: -4.3072 6.8231 1.0390
C: -3.8713 -0.5929 3.4252
C: -3.2494 0.6194 4.0843
O: -2.4730 1.3355 3.4922
C: -3.8109 1.0277 5.4214
H: -3.3387 -0.8508 2.5096
H: -4.9443 -0.4845 3.3158
H: -3.6010 -1.4518 4.0575
H: -3.9697 0.1915 6.1024
H: -4.7360 1.5872 5.2881
H: -3.0818 1.6810 5.9051
C: 4.5054 -2.6269 5.2139
C: 3.2873 -3.3696 4.7502
O: 3.1774 -4.5642 4.8929
C: 2.2075 -2.5537 4.1048
H: 4.2295 -2.0094 6.0730
H: 4.8631 -1.9235 4.4542
H: 5.3257 -3.3041 5.4313
H: 1.2056 -2.9834 4.2641
H: 2.2342 -2.6813 3.0219
H: 2.1210 -1.5147 4.4102
C: -5.0231 2.8542 -4.1531
C: -4.9197 2.6546 -2.6328
C: -3.6379 1.9095 -2.3389
S: -2.5033 2.5100 -3.6009
O: -1.4880 1.4924 -3.7716
O: -2.1710 3.8843 -3.3316
C: -3.7497 2.4524 -4.9008
H: -5.2506 3.9053 -4.3753
H: -5.9498 2.4579 -4.5775
H: -5.7878 2.1827 -2.1750
H: -4.8810 3.6255 -2.1366
H: -3.6300 0.8390 -2.5737
H: -3.2302 1.9716 -1.3315
H: -3.8496 1.3753 -5.0468
H: -3.4368 3.0745 -5.7275
C: 1.2397 3.6019 -1.7495
C: 2.3766 3.6043 -2.7628
C: 3.6087 4.1809 -2.0570
S: 2.9333 5.6367 -1.2568
O: 2.8027 6.6857 -2.2409
O: 3.5913 5.9308 -0.0189
C: 1.3039 4.9516 -0.9945
H: 1.3903 2.8192 -1.0047
H: 0.2605 3.4712 -2.2049
H: 2.1711 4.1571 -3.6790
H: 2.6697 2.5976 -3.0791
H: 4.4358 4.5188 -2.6718
H: 3.8838 3.5316 -1.2247
H: 0.4916 5.6507 -1.1737
H: 1.2802 4.7829 0.0873
C: 6.4585 2.1763 0.2744
C: 5.9006 1.1603 -0.7332
C: 4.4416 0.9193 -0.3354
S: 4.1543 1.6062 1.3226
O: 3.5458 0.6192 2.1720
O: 3.6274 2.9412 1.1473
C: 5.9307 1.7842 1.6207
H: 6.0281 3.1453 -0.0101
H: 7.5316 2.3529 0.2247
H: 6.4380 0.2111 -0.7420
H: 5.9138 1.5127 -1.7650
H: 4.2106 -0.1300 -0.1371
H: 3.6631 1.2674 -1.0033
H: 6.2993 0.8132 1.9671
H: 6.0397 2.4512 2.4769
C: -0.2310 -0.5172 1.8172
C: -0.8888 0.5735 0.9222
C: -0.9148 0.0253 -0.4914
S: 0.6425 -0.7950 -0.7342
O: 1.7206 0.1263 -0.9509
O: 0.5308 -1.9398 -1.6113
C: 0.6959 -1.3707 0.9636
H: -0.9800 -1.1193 2.3291
H: 0.3643 -0.0248 2.5851
H: -0.1521 1.3808 0.9876
H: -1.8615 0.9458 1.2164
H: -1.0336 0.7450 -1.3065
H: -1.6789 -0.7434 -0.6375
H: 1.7457 -1.3952 1.2651
H: 0.4002 -2.4209 1.0140

***

Here is a cluster of 4 separate species, C41H75FNO9 in total from the Open Molecules 2025 dataset. Energies are from the ωB97M-V functional and the def2-TZVPD basis.

Values from the calculation:
- Net charge: +1
- Frontier orbital gap: 8.5 eV
- LUMO: -2.552 eV
- Molecular weight: 745.05 g mol⁻¹

Cartesian coordinates (Å):
C: 7.1409 -1.3595 0.3743
C: 5.9214 -0.2364 0.4703
C: 4.8166 -0.6704 1.6113
C: 3.4409 0.1903 1.3703
C: 3.5330 1.7761 1.7772
C: 3.2746 2.8254 0.5406
C: 1.9481 3.8145 0.7809
C: 1.1199 4.0633 -0.6129
C: 0.2015 2.7758 -1.1009
C: 1.1104 2.1741 -2.3473
C: 1.8169 0.6588 -2.2934
C: 2.7484 0.0859 -3.5590
C: 3.0256 0.9688 -4.9433
C: 2.2946 2.4372 -5.0169
C: 1.3848 2.9985 -3.7752
C: 0.0257 1.6230 0.0496
C: -1.1971 2.3636 0.9178
C: -2.1106 3.3099 -0.1106
C: -2.2702 4.9064 0.2150
C: -2.0297 5.3322 1.7795
F: -0.5748 5.6855 1.9213
C: -3.5738 2.5820 -0.0231
C: -4.4738 2.9310 1.2939
C: -4.0983 2.0924 2.6530
C: -5.4483 1.9558 3.5894
O: -5.1836 1.6286 4.9993
N: -1.2736 3.1256 -1.3958
C: -1.9463 2.3592 -2.5544
O: -2.0567 0.9141 -2.3161
C: -2.1360 0.1368 -3.5604
C: -3.5432 -0.7593 -3.6792
O: -3.2794 -2.1321 -4.1970
C: -4.0790 -3.1355 -3.4634
C: -3.0040 -3.8781 -2.4192
H: 7.4838 -1.7231 1.4344
H: 8.0359 -0.8247 -0.2069
H: 6.8374 -2.3060 -0.2477
H: 6.3560 0.8083 0.8034
H: 5.4539 -0.1205 -0.6024
H: 5.2032 -0.6093 2.7144
H: 4.5414 -1.8093 1.3833
H: 3.1448 0.0615 0.2452
H: 2.5768 -0.2896 2.0228
H: 4.6185 1.9900 2.2243
H: 2.7244 1.9743 2.6255
H: 4.2425 3.5228 0.4959
H: 3.2297 2.2829 -0.4988
H: 1.2971 3.4886 1.6970
H: 2.4178 4.8710 1.0777
H: 1.9353 4.3850 -1.4233
H: 0.4751 5.0527 -0.4387
H: 1.7063 -0.0733 -1.3869
H: 3.2542 -0.9896 -3.5051
H: 3.7163 0.5288 -5.7957
H: 2.4839 3.0823 -6.0033
H: 0.9071 4.0855 -3.8958
H: 0.9524 1.2175 0.6375
H: -0.5250 0.6015 -0.2307
H: -1.7329 1.3921 1.3591
H: -0.7765 2.8479 1.8953
H: -1.6258 5.6256 -0.4437
H: -3.4071 5.1798 -0.0275
H: -2.6234 6.3281 2.0081
H: -2.2634 4.4546 2.5177
H: -4.2757 2.7858 -0.9671
H: -3.4180 1.3983 -0.0236
H: -4.5317 4.0610 1.5900
H: -5.5934 2.6162 1.0211
H: -3.7052 1.0015 2.4683
H: -3.2628 2.6285 3.3157
H: -6.0601 2.9544 3.4531
H: -6.0838 1.0784 3.1281
H: -4.5529 2.2761 5.4316
H: -1.1309 4.0648 -1.8766
H: -1.3615 2.5751 -3.5727
H: -3.0509 2.7601 -2.7657
H: -1.2725 -0.6850 -3.4917
H: -2.0712 0.7606 -4.5475
H: -4.2012 -0.2185 -4.5120
H: -4.0659 -0.7418 -2.6324
H: -5.0040 -2.6983 -2.8929
H: -4.5064 -3.9784 -4.1926
H: -2.3311 -2.9941 -2.0044
H: -2.3907 -4.6318 -3.1028
H: -3.5676 -4.4419 -1.5402
O: -6.6477 -5.6655 -5.0751
C: -7.5295 -4.8161 -4.9823
O: -7.4653 -3.8663 -4.0217
C: -8.3318 -2.7187 -3.9496
C: -9.6181 -3.0584 -3.2218
C: -8.7406 -4.8704 -5.8686
H: -8.5078 -2.2941 -4.9413
H: -7.7891 -1.9575 -3.3799
H: -10.1884 -3.8277 -3.7496
H: -10.2484 -2.1705 -3.1180
H: -9.4001 -3.4552 -2.2246
H: -9.4689 -5.5614 -5.4396
H: -8.4319 -5.2348 -6.8523
H: -9.2055 -3.9009 -6.0362
O: 7.1128 -3.8153 1.5567
C: 6.5032 -4.8671 1.3844
O: 6.0602 -5.2066 0.1525
C: 5.5156 -6.4939 -0.1927
C: 4.0326 -6.5537 0.1184
C: 6.1552 -5.7493 2.5488
H: 6.0791 -7.3011 0.2822
H: 5.6594 -6.6104 -1.2718
H: 3.8400 -6.4274 1.1873
H: 3.6106 -7.5117 -0.1986
H: 3.5010 -5.7462 -0.3960
H: 5.2376 -5.3843 3.0143
H: 6.9724 -5.7018 3.2737
H: 6.0434 -6.7994 2.2857
O: 6.0926 0.1435 4.6114
C: 5.3678 0.5684 5.5068
O: 4.0223 0.5149 5.3804
C: 3.0912 0.7995 6.4410
C: 2.8058 2.2866 6.5243
C: 5.9566 1.2401 6.7140
H: 3.4353 0.3822 7.3909
H: 2.1658 0.2714 6.1891
H: 3.7079 2.8572 6.7610
H: 2.0545 2.4925 7.2921
H: 2.4390 2.6600 5.5624
H: 6.1530 2.2886 6.4816
H: 6.8981 0.7417 6.9609
H: 5.3333 1.1693 7.6032